No. 1
This record from the Open Molecules 2025 dataset describes an isolated molecule of C5H5N at a distorted geometry. The level of theory is the ωB97M-V functional and the def2-TZVPD basis.

Structure (ORCA input):
```
! RIJCOSX wB97M-V def2-TZVPD def2/J DEFGRID3
* xyz 0 1
H 1.4317 0.0620 -0.3037
H -1.7151 -1.0138 -1.6314
N -2.0915 -0.9954 2.4740
C 0.7874 -0.1520 0.5974
C -1.4300 -0.5499 1.6367
C -1.1958 0.8841 -0.5044
H 1.2536 -1.1746 1.0367
H 1.0956 0.5606 1.3229
C -1.4333 -0.3196 -0.9509
C -0.7925 -0.2119 0.4046
H -1.1032 1.9534 -0.6796
*
```

As for the structure (SMILES): CC1(C#N)C=C1. The value obtained for the HOMO energy is -10.20 eV. The value obtained for the energy relative to the best compared isomer or geometry (same formula, charge and spin) is 79.57 kcal/mol. As for the gap between HOMO and LUMO: 11.10 eV.

---

No. 2
This record from the Open Molecules 2025 dataset describes a structure of composition C31H25Co2N2O7 at a distorted geometry. The level of theory is the ωB97M-V functional and the def2-TZVPD basis.

Structure (ORCA input):
```
! RIJCOSX wB97M-V def2-TZVPD def2/J DEFGRID3
* xyz -1 1
C -5.2236 -4.6867 2.7884
H -4.1488 3.7699 -0.2352
H 7.6128 2.9610 0.3332
H -2.3808 -0.8799 -3.6678
H -1.3381 -3.5733 2.3241
C -4.1563 -1.4773 0.5709
C 5.8274 1.8103 0.4136
C -4.0276 3.1511 -1.1279
O 3.2282 -3.4311 -2.1093
C -3.7360 1.4699 -3.4338
H 1.2764 1.3214 0.8041
N -2.5103 0.0452 -1.8188
O 2.0171 -0.5626 4.0437
C 3.6486 -2.5183 -1.5380
H 6.3127 0.8629 0.6767
C 1.2122 0.5542 0.0417
H -5.5252 -2.8144 1.4136
C -2.9883 1.2804 -2.2944
C 6.5314 2.9942 0.2282
O 2.4758 -3.6634 1.0033
C 3.7268 2.9744 0.0102
H 0.3788 -0.2302 -0.0294
C 2.8978 -2.5541 1.0273
C 2.5228 -0.1254 0.3236
H -3.6317 0.7834 -4.2780
H -0.7124 -1.5530 0.8575
C 4.6668 -0.1742 -2.2755
C 5.0497 -1.2200 2.1664
C 3.8516 0.4043 0.3501
C 2.5568 -0.6821 3.0289
C -3.1440 2.0938 -1.1624
C -2.8280 -1.1266 0.3660
H -1.6644 1.7193 1.6434
O 6.0756 -1.4124 2.6847
H -3.0347 2.8187 1.3199
H -5.6207 4.1010 -2.2665
O 4.8745 0.4453 -3.2230
O 7.0935 -1.8573 -0.2734
C -4.8165 3.3505 -2.2790
H -2.7802 -1.9764 -2.3244
Co 3.5005 -0.9520 1.4960
C 4.4456 4.1705 -0.1652
H -5.7480 -3.8313 3.2186
H -1.1138 -1.3276 -2.4631
H -4.8704 -0.8294 0.0759
C -2.8529 0.0217 -0.5114
H 6.3987 5.0914 -0.2302
C -4.6781 2.5188 -3.4093
C 5.8435 4.1711 -0.0738
H -5.6002 -4.8940 1.7848
C -1.7657 -1.8412 0.9880
C -2.1771 -1.1181 -2.6264
C -4.4775 -2.5656 1.3275
H -5.3729 2.6260 -4.2556
C -2.7021 1.7856 1.3069
N -2.7456 1.3142 -0.0688
Co 4.3468 -1.0585 -0.8109
H 3.9010 5.1003 -0.3663
C 4.4345 1.7643 0.2511
C 5.9939 -1.5437 -0.4142
O -3.8152 -4.3944 2.7156
C -2.0825 -2.9464 1.7936
H 2.6301 2.9741 -0.0481
C -3.4613 -3.3156 1.9590
H -5.3105 -5.5580 3.4262
H 1.0620 1.0349 -0.9481
H -3.3525 1.2103 1.9653
*
```

The value obtained for the HOMO energy is -0.47 eV. The value obtained for the energy relative to the best compared isomer or geometry (same formula, charge and spin) is 0.00 kcal/mol. As for the gap between HOMO and LUMO: 1.96 eV.

---

No. 3
This record from the Open Molecules 2025 dataset describes a structure of composition C16H28F12KN2O14S4 at a distorted geometry. The level of theory is the ωB97M-V functional and the def2-TZVPD basis.

Structure (ORCA input):
```
! RIJCOSX wB97M-V def2-TZVPD def2/J DEFGRID3
* xyz -1 1
O -4.7603 -2.7163 -0.7510
H -0.2538 -0.0849 -4.1063
N -0.8674 4.8656 -1.3849
C 0.9795 0.5908 4.7911
C 2.8022 -0.2783 -2.3367
H 5.3656 -1.8436 -1.9060
H -1.5612 -1.6403 4.9587
H 0.9995 1.4502 5.4613
H -2.8955 -1.2084 -4.0924
F -3.6054 5.1513 -2.8433
F -2.1385 -3.3375 2.0123
O 1.1960 -0.3046 2.4321
C -2.8932 -3.7585 0.9939
H 1.7425 -0.1133 5.1231
O 1.1897 3.5421 -2.0170
N -3.1227 -1.0437 0.3212
H 1.4289 -4.3990 0.3546
H -0.5761 -1.7766 -4.5761
F -0.1326 4.4460 1.3753
F 1.6777 5.1050 0.4137
C 3.4862 0.1926 -1.0016
O -5.4144 0.5131 0.6206
H 2.6095 0.6278 -2.9112
S -4.1064 -2.2618 0.4675
F -2.1314 -4.1679 -0.0268
F -3.8431 2.0165 2.7810
O -1.2418 -1.3260 -2.7826
C 2.2138 -1.3426 2.5510
C 1.1449 -1.5195 -3.3136
C -0.5427 -1.3236 4.7342
F -2.5548 6.9496 -2.6196
H 0.5376 -3.6566 -0.7926
O 1.0995 -2.3594 0.6122
C -2.5334 -0.8640 -3.1238
F -1.9032 1.3858 2.2096
H 0.8455 -3.1454 2.4549
C 5.3129 -1.3780 -0.9219
O -3.3345 1.4273 -0.4042
H -3.2906 -1.0949 -2.3745
H 2.4134 -3.4340 -0.6839
H 0.5319 1.5016 2.8535
C -2.6059 5.8196 -3.4157
S 0.0006 3.6964 -1.2096
H 3.1562 -1.1193 2.0508
H 2.5105 -3.3195 1.7931
F 1.4946 3.0515 1.0793
H -2.4852 0.2194 -3.2328
O 1.4812 -0.7236 -2.1670
F -3.1629 0.0817 3.2434
C -3.1460 1.0285 2.2921
S -0.9849 4.7947 -3.1059
H 1.1620 -2.5896 -3.1069
C -0.2310 -1.1230 -3.7749
H 1.6968 -1.4042 -4.2465
O -0.3181 0.0246 5.1767
H 0.0891 -2.0511 5.2437
O 4.9191 0.0451 -0.9080
H 6.3388 -1.3987 -0.5543
C 1.4349 -3.4634 -0.2046
C 0.8606 4.0837 0.5236
O -0.6528 2.4044 -0.9377
S -3.9398 0.4865 0.5167
H 3.2404 1.2544 -0.9865
C 1.2706 0.8294 3.2901
H 2.3842 -1.7168 3.5604
O -1.2454 3.4511 -3.5815
H -0.3909 -1.4942 3.6683
H 4.7146 -2.0060 -0.2618
F -2.7082 6.0442 -4.7117
H 3.0580 -0.1813 -0.0716
K -0.6317 -0.4744 -0.2317
F -3.5903 -4.8200 1.5282
H 2.2106 1.3809 3.3093
O -5.0417 -2.1421 1.6228
C 1.6590 -2.6517 1.9232
O 0.1315 5.4907 -3.7017
H 3.4473 -0.8940 -2.9635
*
```

The value obtained for the HOMO energy is -6.81 eV. The value obtained for the energy relative to the best compared isomer or geometry (same formula, charge and spin) is 109.38 kcal/mol. As for the gap between HOMO and LUMO: 8.33 eV.

---

No. 4
This record from the Open Molecules 2025 dataset describes a cluster of 4 separate species, C3H11O4S in total at a distorted geometry. The level of theory is the ωB97M-V functional and the def2-TZVPD basis.

Structure (ORCA input):
```
! RIJCOSX wB97M-V def2-TZVPD def2/J DEFGRID3
* xyz 0 2
O 2.1050 -0.9855 0.9338
H 0.1681 -1.4926 0.4832
H 1.6368 1.1498 -0.7873
H -2.6214 0.1435 0.8020
S -0.3587 -1.2399 -1.7024
C -0.4875 0.5344 -1.3576
O -1.5308 2.6264 1.8162
C 1.0252 -0.8191 0.4246
H 3.1940 -2.2884 -0.5453
O 3.1740 -2.6592 -1.4349
H -0.6804 2.0287 1.5517
H -0.2181 1.0586 -2.2429
H -2.2699 2.4245 1.3356
H 2.6251 -2.0151 -1.9180
H -1.4929 0.9582 -1.0909
C 0.6362 0.5543 -0.3144
H 0.2858 1.1748 0.6374
O -2.7723 -0.0833 1.7230
H -2.4181 -1.0701 1.6863
*
```

The value obtained for the HOMO energy (spin up / spin down) is -10.24 / -9.93 eV. The value obtained for the energy relative to the best compared isomer or geometry (same formula, charge and spin) is 33.45 kcal/mol. As for the gap between HOMO and LUMO (spin up / spin down): 10.30 / 7.08 eV.

---

No. 5
This record from the Open Molecules 2025 dataset describes a cluster of 2 separate species, C3H4Si in total at a distorted geometry. The level of theory is the ωB97M-V functional and the def2-TZVPD basis.

Structure (ORCA input):
```
! RIJCOSX wB97M-V def2-TZVPD def2/J DEFGRID3
* xyz 0 1
H 1.2404 1.3159 0.3427
C 0.6360 -0.8416 -0.3685
C 0.8455 0.3734 0.0528
H -0.8353 1.4320 -1.3123
H 0.6281 -1.3121 -1.2983
C -0.3538 -0.3613 0.7034
H -0.1160 -0.9520 1.5365
Si -2.0448 0.3458 0.3437
*
```

The value obtained for the HOMO energy (spin up / spin down) is -7.89 / -7.89 eV. The value obtained for the energy relative to the best compared isomer or geometry (same formula, charge and spin) is 82.38 kcal/mol. As for the gap between HOMO and LUMO (spin up / spin down): 6.95 / 6.95 eV.

---

No. 6
This record from the Open Molecules 2025 dataset describes an isolated molecule of C2H6IOP at a distorted geometry. The level of theory is the ωB97M-V functional and the def2-TZVPD basis.

Structure (ORCA input):
```
! RIJCOSX wB97M-V def2-TZVPD def2/J DEFGRID3
* xyz 0 1
H -0.0881 -1.9837 -1.3146
C -0.5803 -0.9639 -0.9370
P 0.7319 1.0820 0.6111
C 0.0212 -0.5993 0.3880
O 1.4209 1.1865 1.9699
H -0.3160 -0.1401 -1.6559
H -0.4930 -0.6606 1.2491
H 1.0607 -1.1359 0.5462
H 1.3372 1.8984 -0.3856
H -1.7206 -1.0047 -1.0739
I -1.3740 2.3212 0.6027
*
```

As for the structure (SMILES): CC[P@H](=O)I. The value obtained for the HOMO energy is -9.80 eV. The value obtained for the energy relative to the best compared isomer or geometry (same formula, charge and spin) is 23.66 kcal/mol. As for the gap between HOMO and LUMO: 10.13 eV.

---

No. 7
This record from the Open Molecules 2025 dataset describes an isolated molecule of C22H36N2O3. The level of theory is the ωB97M-V functional and the def2-TZVPD basis.

Structure (ORCA input):
```
! RIJCOSX wB97M-V def2-TZVPD def2/J DEFGRID3
* xyz 0 1
C 1.2922 2.8582 1.0925
H 2.3184 -2.5211 0.0650
C 0.7945 -1.3667 1.0943
C -0.7613 2.3876 -0.0369
C -4.5453 -1.0913 -0.8118
H 5.4145 0.1248 1.7548
H 8.0297 0.6932 -2.1328
H -6.3494 -0.2412 0.0128
H 0.6309 -0.3125 1.3220
H -4.7746 -3.1239 -1.5315
H -5.5342 -2.8361 0.0384
C -1.6342 -1.7500 1.4241
H -5.0009 -0.3089 1.1470
H -1.6811 -0.7033 1.7254
H -5.4808 1.9965 0.5039
H -0.8951 2.6037 -2.1525
H -0.9590 2.0728 2.0834
C -2.9677 -2.1158 0.7822
C 7.1074 0.1655 -2.4053
H 0.8059 3.5252 1.8108
H 6.3951 -1.2612 1.1869
C -2.7736 2.0054 -1.3051
H 4.5136 -1.7670 -0.3098
H 2.2516 3.2847 0.8034
H 7.1186 0.8862 0.1162
H 0.9653 -1.8793 2.0441
C -1.4540 2.0633 1.1242
H -3.7704 -1.9671 1.5061
H -5.3210 1.5965 -1.2083
H -4.4885 -0.6389 -1.8088
H -0.3376 -2.9945 0.2375
H -3.2786 1.9924 -2.2608
N 4.4377 -1.1634 0.4937
H -2.4118 -0.9772 -2.2711
C -2.1981 -1.5680 -1.3772
C -1.4402 2.3514 -1.2559
O 3.0791 0.0662 1.8035
H -3.3215 1.4931 1.9720
H -0.0748 -1.4564 -1.6358
H -2.2182 -2.6394 -1.6595
H 1.9104 -0.9837 -0.7128
H -0.7779 -0.1295 -0.6937
C -0.4726 -1.9253 0.4434
O 0.5504 2.7538 -0.1020
O 6.5662 -0.5146 -1.3033
C -5.2709 -0.1001 0.1123
C -4.9447 1.3637 -0.2095
H 5.4795 1.0809 -0.5631
H 7.3294 -0.5875 -3.1586
H 1.4693 1.8818 1.5532
C -5.3357 -2.4039 -0.9393
C -2.7962 1.7265 1.0567
C -3.4787 1.6894 -0.1498
N -3.1758 -1.2586 -0.3627
C -0.8052 -1.2051 -0.8644
C 2.0605 -1.4768 0.2505
H -1.4692 -2.3626 2.3129
H 6.3947 0.8932 -2.8130
H -2.9578 -3.1853 0.4986
C 3.2198 -0.7698 0.9342
C 6.2278 0.3437 -0.2346
C 5.6570 -0.5076 0.8986
H -6.2859 -2.2209 -1.4349
*
```

As for the structure (SMILES): COCCNC(=O)CCC1CCN([C@@H](C)CCc2ccc(OC)cc2)CC1. The value obtained for the HOMO energy is -7.59 eV. The value obtained for the energy relative to the best compared isomer or geometry (same formula, charge and spin) is 52.09 kcal/mol. As for the gap between HOMO and LUMO: 8.38 eV.